# 1
{
  "formula": "C33H46P2SiW",
  "method": "ωB97M-V/def2-TZVPD",
  "de_lowest_kcal_mol": 73.4,
  "energy_ev": -63224.404,
  "total_charge": 2,
  "spin_multiplicity": 3,
  "orbital_gap_ev": [6.125, 6.181],
  "e_homo_ev": [-12.861, -12.997],
  "elements": ["P", "P", "C", "C", "H", "H", "H", "H", "C", "H", "H", "H", "C", "H", "H", "H", "C", "H", "H", "H", "C", "H", "H", "H", "W", "C", "C", "C", "C", "C", "C", "C", "C", "C", "H", "H", "H", "H", "H", "H", "H", "H", "H", "H", "H", "H", "H", "H", "H", "C", "C", "C", "C", "C", "C", "Si", "C", "C", "C", "C", "C", "C", "C", "C", "C", "C", "C", "C", "H", "H", "H", "H", "H", "H", "H", "H", "H", "H", "H", "H", "H", "H", "H"],
  "positions_angstrom": [[-1.124, -0.347, -2.950], [1.094, -0.780, 1.689], [-0.934, -1.576, -1.664], [-0.091, -1.779, 0.809], [-0.247, -2.427, -1.844], [-1.843, -1.943, -1.053], [-1.014, -1.899, 1.445], [0.259, -2.694, 0.324], [2.633, -1.736, 1.595], [3.455, -1.243, 2.117], [2.917, -1.909, 0.556], [2.411, -2.685, 2.086], [0.540, -0.775, 3.442], [0.489, -1.818, 3.776], [-0.449, -0.312, 3.565], [1.240, -0.235, 4.086], [-0.491, -1.046, -4.486], [0.077, -0.281, -5.043], [-1.301, -1.392, -5.165], [0.165, -1.907, -4.287], [-2.775, 0.421, -3.145], [-3.532, 0.157, -2.393], [-3.201, 0.190, -4.136], [-2.625, 1.508, -3.101], [-0.930, -0.201, -0.152], [-2.975, -2.885, 0.829], [-1.884, -3.671, 0.621], [-1.695, -4.715, -0.437], [-2.732, -4.700, -1.587], [-2.945, -3.327, -2.152], [-3.927, -2.440, -1.863], [-4.945, -2.610, -0.786], [-4.383, -3.284, 0.495], [-0.168, 1.038, -2.174], [-2.950, -2.032, 1.521], [-1.126, -3.797, 1.427], [-1.695, -5.706, 0.061], [-0.686, -4.645, -0.879], [-2.323, -5.339, -2.393], [-3.644, -5.207, -1.237], [-2.322, -3.154, -3.039], [-4.175, -1.682, -2.618], [-5.814, -3.188, -1.145], [-5.361, -1.634, -0.513], [-5.036, -3.006, 1.344], [-4.474, -4.379, 0.375], [-0.688, 1.544, -1.241], [-0.170, 1.857, -2.937], [0.878, 0.837, -1.952], [3.617, 1.721, 4.752], [2.407, 2.407, 4.653], [1.707, 2.439, 3.439], [2.212, 1.763, 2.324], [3.522, 1.249, 2.382], [4.186, 1.150, 3.609], [1.143, 1.419, 0.771], [0.148, 3.070, 0.887], [-1.239, 3.063, 0.726], [-1.929, 4.244, 0.413], [-1.243, 5.469, 0.421], [0.113, 5.523, 0.793], [0.789, 4.317, 1.058], [2.554, 1.770, -0.490], [2.988, 3.070, -0.779], [4.181, 3.295, -1.478], [4.928, 2.210, -1.954], [4.467, 0.910, -1.726], [3.264, 0.691, -1.047], [4.138, 1.643, 5.711], [1.997, 2.928, 5.516], [0.769, 2.990, 3.375], [4.023, 0.909, 1.464], [5.148, 0.628, 3.656], [-1.830, 2.125, 0.814], [-3.013, 4.225, 0.220], [-1.754, 6.390, 0.151], [0.651, 6.475, 0.828], [1.829, 4.360, 1.367], [2.428, 3.943, -0.449], [4.513, 4.323, -1.649], [5.846, 2.390, -2.521], [5.047, 0.059, -2.092], [2.909, -0.337, -0.935]],
  "forces_ev_per_angstrom": [[-0.3, -0.9, 1.2], [-0.8, -1.0, 0.9], [0.0, 0.3, 0.0], [1.0, 0.3, 0.6], [-0.5, 0.6, 0.0], [0.9, 0.2, -1.4], [0.8, 0.3, -0.2], [-0.2, 0.2, 0.4], [0.4, 0.3, 0.1], [-0.2, 0.0, -0.1], [-0.1, 0.0, 0.1], [0.0, 0.0, -0.1], [0.2, 0.1, 0.0], [0.0, 0.1, -0.1], [0.2, -0.1, -0.2], [0.0, 0.0, -0.2], [0.2, 0.5, -1.1], [-0.1, -0.3, 0.1], [0.3, 0.3, 0.6], [-0.2, 0.4, 0.1], [-0.1, 0.2, -0.5], [0.6, -0.1, -0.1], [0.2, 0.0, 0.3], [0.0, -0.2, -0.1], [0.7, 1.7, 1.4], [0.5, -1.2, 0.7], [-1.0, -0.9, 1.2], [-0.5, -0.7, 0.0], [0.6, -0.6, 0.5], [-1.9, 0.1, -1.1], [-0.1, -1.6, -1.3], [-0.3, 0.1, 0.7], [-0.8, 0.0, -1.1], [-0.7, 0.4, -1.3], [0.3, -0.5, 0.3], [-0.3, 0.8, -0.9], [0.0, 0.3, -0.3], [-0.1, 0.2, 0.3], [-0.3, 0.3, 0.3], [0.2, 0.5, -0.3], [-0.3, 0.2, 0.3], [0.5, -0.1, 0.5], [0.3, 0.1, 0.0], [0.1, 0.0, -0.1], [0.4, -0.2, -0.3], [0.2, 0.6, 0.3], [0.7, -0.3, -1.1], [-0.1, -0.3, 0.8], [0.0, -0.1, -0.1], [0.1, -0.2, 0.0], [-0.1, 0.2, -0.2], [0.3, -0.5, 0.6], [0.3, 0.1, -0.2], [0.0, -0.3, 0.5], [0.0, 0.2, -0.2], [1.8, 2.8, 0.5], [-0.8, -0.6, 0.3], [-0.3, 0.6, -0.8], [-0.2, 0.2, 0.4], [0.3, -0.3, 0.0], [-0.3, -1.0, -0.1], [-0.4, 0.3, -0.3], [-0.7, -1.0, -0.7], [0.4, 0.1, 0.0], [-0.2, -0.4, -0.1], [-0.2, 0.1, 0.2], [0.0, 0.0, -0.3], [0.5, 0.4, 0.1], [-0.2, 0.1, -0.3], [0.1, -0.1, -0.1], [0.1, -0.3, 0.1], [-0.3, 0.0, 0.5], [-0.3, 0.4, 0.1], [0.2, 0.3, -0.2], [0.6, 0.0, 0.1], [0.0, -0.2, 0.1], [-0.3, -0.4, 0.1], [-0.2, -0.1, -0.1], [0.2, -0.4, -0.1], [-0.1, -0.4, 0.0], [-0.3, -0.1, 0.3], [-0.2, 0.3, 0.0], [0.1, 0.2, 0.1]],
  "mulliken_charge": [1.730, 0.957, 0.451, -1.631, 0.540, -1.303, 0.221, 0.710, -1.412, 0.376, 0.402, 0.552, -1.433, 0.488, 0.387, 0.389, -1.310, 0.476, 0.457, 0.397, -1.654, 0.446, 0.424, 0.459, 0.592, -0.539, -0.298, -0.625, -1.106, -0.772, -0.077, -1.111, -0.995, -1.551, 0.679, 0.810, 0.538, 0.228, 0.473, 0.246, 0.710, 0.992, 0.345, 0.357, 0.460, 0.315, 0.126, 0.526, 0.400, -0.651, -0.743, -0.314, 0.133, -0.679, -0.586, 0.564, 0.916, -0.359, -0.775, -0.654, -0.800, -0.313, 0.431, -1.016, -0.655, -0.772, -0.862, 0.519, 0.399, 0.427, 0.365, 0.682, 0.464, 0.222, 0.451, 0.435, 0.430, 0.654, 0.544, 0.441, 0.395, 0.447, 0.419]
}

---

# 2
{
  "formula": "C33H47Cl17FN2O5",
  "method": "ωB97M-V/def2-TZVPD",
  "energy_ev": -263769.274,
  "total_charge": 1,
  "spin_multiplicity": 1,
  "orbital_gap_ev": 6.549,
  "e_homo_ev": -11.609,
  "elements": ["C", "C", "O", "C", "C", "C", "C", "C", "C", "C", "C", "C", "C", "C", "C", "O", "C", "C", "C", "C", "C", "C", "C", "C", "O", "N", "C", "O", "F", "N", "C", "Cl", "C", "C", "C", "C", "C", "O", "H", "H", "H", "H", "H", "H", "H", "H", "H", "H", "H", "H", "H", "H", "H", "H", "H", "H", "H", "H", "H", "H", "H", "H", "H", "H", "H", "H", "H", "H", "H", "H", "H", "H", "H", "H", "H", "H", "H", "H", "H", "H", "H", "H", "H", "H", "H", "C", "Cl", "Cl", "Cl", "Cl", "C", "Cl", "Cl", "Cl", "Cl", "C", "Cl", "Cl", "Cl", "Cl", "C", "Cl", "Cl", "Cl", "Cl"],
  "positions_angstrom": [[5.843, -0.935, 0.544], [5.469, 0.265, -0.532], [5.251, 1.530, 0.223], [3.957, 2.148, -0.154], [2.716, 1.755, 0.861], [1.485, 2.854, 0.872], [0.312, 2.257, 1.848], [-1.212, 2.336, 1.227], [-1.573, 0.788, 0.727], [-1.156, 0.420, -0.850], [-0.446, 1.472, -1.893], [1.185, 1.179, -2.117], [-1.264, 1.488, -3.352], [-1.896, 2.981, -3.694], [-1.543, -1.154, -1.261], [-1.185, -1.646, -2.633], [0.233, -2.035, -2.674], [0.519, -3.646, -2.565], [-0.369, -4.581, -3.577], [2.146, -3.904, -2.854], [3.048, -3.105, -1.711], [2.611, -3.489, -4.371], [-2.313, -2.179, -0.187], [-2.644, -3.669, -0.829], [-1.947, -4.785, -0.602], [-3.906, -3.724, -1.716], [-3.702, -4.633, -2.908], [-3.701, -4.041, -4.133], [-3.528, -6.105, -2.855], [-2.671, -1.761, 1.255], [-3.385, -2.761, 2.189], [-5.088, -3.251, 1.524], [-2.436, -4.102, 2.507], [-1.945, -4.047, 4.073], [-2.300, -0.339, 1.727], [-2.577, 0.224, 3.260], [-4.080, 0.887, 3.368], [-4.286, 1.811, 4.347], [4.841, -1.506, 0.813], [6.190, -0.393, 1.543], [6.634, -1.694, 0.126], [6.370, 0.394, -1.300], [4.543, -0.064, -1.166], [3.733, 1.958, -1.288], [4.107, 3.323, -0.043], [3.185, 1.778, 1.959], [2.339, 0.631, 0.724], [1.927, 3.831, 1.394], [1.129, 3.195, -0.190], [0.554, 1.108, 2.048], [0.356, 2.854, 2.855], [-1.360, 3.142, 0.392], [-1.908, 2.683, 2.133], [-0.487, 2.608, -1.530], [1.607, 0.425, -1.327], [1.342, 0.735, -3.214], [1.736, 2.225, -2.129], [-0.645, 1.020, -4.228], [-2.212, 0.786, -3.165], [-1.136, 3.538, -4.390], [-2.075, 3.619, -2.701], [-2.975, 2.912, -4.200], [0.739, -1.550, -3.638], [0.736, -1.544, -1.709], [0.381, -3.928, -1.413], [-0.991, -5.432, -3.017], [-1.056, -3.905, -4.257], [0.364, -5.145, -4.295], [2.328, -5.063, -2.631], [2.466, -3.075, -0.671], [3.087, -1.966, -2.064], [4.145, -3.503, -1.613], [1.779, -3.621, -5.196], [3.585, -4.135, -4.615], [3.006, -2.366, -4.302], [-4.708, -4.140, -1.163], [-3.621, -2.322, 3.247], [-3.097, -5.039, 2.246], [-1.455, -4.026, 1.847], [-1.400, -5.050, 4.385], [-2.872, -3.781, 4.739], [-1.183, -3.138, 4.163], [-1.761, 1.017, 3.617], [-2.524, -0.638, 4.085], [-4.985, 0.561, 2.662], [-5.588, -2.659, 6.150], [-7.030, -2.240, 7.109], [-4.994, -1.208, 5.304], [-4.314, -3.279, 7.231], [-6.013, -3.911, 4.955], [4.770, 5.516, -2.908], [4.646, 6.049, -4.604], [5.072, 6.927, -1.863], [3.248, 4.729, -2.419], [6.116, 4.359, -2.747], [-5.130, 1.995, 8.081], [-6.213, 0.641, 7.670], [-5.688, 2.766, 9.587], [-3.472, 1.381, 8.308], [-5.145, 3.190, 6.760], [5.070, 10.785, -2.644], [4.355, 9.436, -3.562], [5.740, 10.171, -1.111], [6.372, 11.532, -3.604], [3.814, 12.000, -2.299]],
  "forces_ev_per_angstrom": [[-0.9, 0.7, 0.3], [1.0, -1.1, 0.0], [-2.1, -1.2, -1.9], [-0.1, 1.3, 0.4], [0.8, -0.1, 0.6], [1.0, 0.1, 0.8], [0.2, 0.0, -0.3], [-0.3, -0.9, 1.4], [-0.7, -2.4, -2.1], [-1.8, -2.6, 3.0], [0.3, 0.4, -0.7], [-0.4, 0.0, -1.0], [-1.9, -0.5, 1.0], [0.0, 0.0, 0.2], [-0.4, 0.5, 1.7], [-0.8, 0.8, 4.3], [2.3, -0.2, 0.8], [0.8, 0.0, 0.4], [0.2, 0.0, -0.2], [-0.2, -0.3, 1.0], [-0.9, 1.1, -0.6], [1.2, 0.1, 0.9], [1.5, 2.8, -1.0], [1.8, -5.5, 1.5], [-4.0, 7.8, -1.3], [1.7, -2.5, 0.2], [0.3, 2.7, -7.9], [0.0, -4.8, 9.1], [-0.7, 4.8, 0.6], [1.6, 2.7, -2.3], [0.6, -1.0, 1.3], [2.0, 0.7, 0.4], [0.3, 0.5, -0.2], [-0.1, 0.7, -0.6], [1.2, 0.9, -2.5], [-0.5, -0.7, 0.0], [-0.5, 4.4, 4.9], [1.4, -6.1, -6.7], [2.1, 1.0, -0.5], [-0.4, -1.3, -2.3], [-1.6, 1.6, 0.9], [-1.9, 0.0, 1.7], [1.5, 0.8, 1.3], [0.3, 0.2, 2.2], [-0.2, -2.5, -0.2], [-1.0, -0.1, -2.4], [0.7, 2.4, 0.1], [-1.0, -2.1, -1.3], [0.5, -0.9, 2.0], [-0.5, 2.5, -0.2], [-0.2, -1.3, -1.9], [0.4, -1.9, 1.4], [1.2, -1.0, -2.2], [-0.3, -2.9, -0.2], [-0.6, 1.8, -1.5], [-0.4, 0.8, 2.5], [-1.1, -2.4, 0.3], [-1.1, 1.1, 1.8], [2.1, 1.4, -0.7], [-1.7, -0.8, 1.4], [0.6, -1.4, -2.1], [2.6, 0.0, 0.9], [-1.4, -1.1, 2.0], [-0.8, -1.0, -2.3], [0.0, 0.5, -2.6], [1.3, 2.1, -1.2], [1.2, -1.5, 1.5], [-1.4, 1.1, 1.4], [-0.5, 2.5, -0.8], [1.4, -0.4, -2.1], [0.2, -2.3, 0.8], [-2.2, 0.7, -0.1], [1.8, 0.3, 1.8], [-2.3, 1.4, 0.3], [-1.1, -2.3, -0.5], [1.2, 0.7, -0.3], [0.4, -0.2, -2.4], [1.6, 1.8, 0.5], [-2.3, -0.4, 1.1], [-1.3, 2.2, -0.6], [1.9, -0.9, -1.0], [-1.5, -2.0, -0.1], [-1.9, -1.7, -1.2], [-0.2, 1.7, -2.0], [2.1, 0.6, 1.4], [-0.2, -0.3, 0.3], [0.3, -0.4, -0.4], [-0.1, -0.4, 0.1], [-0.3, 0.2, -0.3], [0.1, 0.3, 0.3], [0.3, 0.2, 0.0], [0.0, -0.2, 0.4], [0.0, -0.9, -0.1], [0.1, 0.2, -0.1], [-0.4, 0.2, 0.0], [-0.1, 0.3, 0.0], [0.3, 0.7, 0.4], [0.2, -0.2, -0.4], [-0.3, 0.1, -0.1], [-0.1, -0.3, 0.6], [0.0, 0.1, -0.2], [0.1, 0.7, 0.0], [-0.1, 0.1, -0.3], [-0.3, -0.2, 0.3], [0.3, -0.3, -0.1]],
  "mulliken_charge": [-0.916, 0.266, -0.444, -0.127, -0.529, -0.260, -0.590, -0.972, -0.992, 0.298, 0.759, -0.042, -0.224, -1.006, 0.137, -0.339, -0.439, 0.856, -1.273, -0.070, -0.666, -1.063, 0.142, 0.108, -0.478, -0.161, 0.503, -0.428, -0.217, 0.335, 0.906, -0.168, -0.236, -0.633, 0.931, -0.514, -0.143, -0.409, 0.155, 0.310, 0.305, 0.282, -0.215, 0.168, 0.101, 0.375, 0.093, 0.465, 0.083, 0.282, 0.422, 0.394, 0.251, 0.224, -0.263, 0.370, -0.298, 0.289, 0.192, 0.270, 0.246, 0.333, 0.098, -0.007, 0.145, 0.099, 0.241, 0.429, 0.420, 0.194, -0.134, 0.341, 0.325, 0.324, 0.253, 0.403, -0.886, 0.365, 0.144, 0.370, -0.020, 0.230, 0.226, 0.461, 0.334, 0.284, -0.103, -0.033, -0.086, -0.079, 0.266, -0.102, -0.033, -0.082, -0.093, 0.312, -0.060, -0.093, -0.112, -0.077, 0.351, -0.057, -0.117, -0.086, -0.089]
}